Record 1
13
Properties=species:S:1:pos:R:3 method="wB97M-V/def2-TZVPD" fmax_ha_per_bohr=0.051 total_energy_ev=-9374.66534 homo_energy_ha=-0.343 e_lumo_ha=0.0332 de_lowest_kj_mol=234.5 orbital_gap_ev=10.2
C -0.69 0.76 0.08
O 0.76 -0.76 -1.19
H -2.13 -0.68 0.36
H -0.88 -1.08 1.62
C 0.77 1.13 0.11
C -0.64 -0.54 -0.75
H -1.24 -0.94 -1.56
C -1.09 -0.57 0.67
H 1.28 -0.78 0.76
H -1.41 1.57 0.08
O 1.22 2.24 0.24
H 2.57 -0.16 -0.27
C 1.49 -0.19 -0.14



Record 2
13
Properties=species:S:1:pos:R:3 method="wB97M-V/def2-TZVPD" fmax_ha_per_bohr=0.009 total_energy_ev=-9376.93135 homo_energy_ha=-0.383 e_lumo_ha=0.0218 de_lowest_kj_mol=15.9 orbital_gap_ev=11.0
C 1.47 -0.90 0.10
C -0.51 0.12 0.62
H -2.52 0.31 -0.27
O 0.30 -1.05 0.78
C 0.45 1.15 0.07
H -1.26 -0.31 -1.37
C 1.60 0.55 -0.24
H 2.50 0.96 -0.68
H -1.89 -1.34 -0.08
C -1.63 -0.31 -0.34
O 2.20 -1.82 -0.15
H -0.91 0.41 1.59
H 0.22 2.21 -0.03



Record 3
13
Properties=species:S:1:pos:R:3 method="wB97M-V/def2-TZVPD" fmax_ha_per_bohr=0.009 total_energy_ev=-9374.03722 homo_energy_ha=-0.345 e_lumo_ha=0.0359 de_lowest_kj_mol=295.1 orbital_gap_ev=10.4
H 2.22 0.09 0.44
C 1.37 -0.43 -0.01
C 0.12 0.43 -0.23
O 1.55 -0.54 -1.45
O 0.59 1.54 -1.01
H -0.09 0.23 -2.60
C -1.39 -0.39 1.52
C 0.43 0.28 -1.65
H -2.34 -0.39 2.05
H -1.84 1.25 0.26
H 1.19 -1.40 0.45
C -1.12 0.48 0.55
H -0.68 -1.15 1.81



Record 4
13
Properties=species:S:1:pos:R:3 method="wB97M-V/def2-TZVPD" fmax_ha_per_bohr=0.103 total_energy_ev=-9372.66938 homo_energy_ha=-0.314 e_lumo_ha=0.0350 de_lowest_kj_mol=427.1 orbital_gap_ev=9.5
H 1.69 -1.45 -0.19
O 1.40 0.35 0.85
H -1.02 -2.02 0.01
H 0.33 1.54 2.10
O -0.33 1.00 -1.45
C 0.11 1.02 1.23
H 0.14 -0.97 -2.04
H 0.38 1.47 -1.14
C -1.08 0.37 0.78
H -2.03 0.56 1.23
C -0.64 -0.88 -0.02
C 0.88 -0.72 -0.11
C 0.16 -0.28 -1.25